# 1
Computed, not measured: C15H45AsF6N9O6 as an isolated structure, with ωB97M-V/def2-TZVPD.

Atoms and positions in Å:
As: 12.70 -28.12 -30.08
F: 12.05 -29.81 -30.02
F: 11.07 -27.59 -30.69
F: 13.32 -26.41 -30.26
F: 14.28 -28.60 -29.25
F: 13.40 -28.47 -31.72
F: 12.20 -27.77 -28.38
C: 15.18 -31.03 -36.29
C: 14.78 -29.74 -37.05
C: 15.21 -28.45 -36.31
O: 14.36 -28.21 -35.24
C: 15.14 -27.82 -34.05
N: 15.42 -29.83 -38.33
H: 14.65 -31.88 -36.71
H: 14.95 -31.13 -35.22
H: 16.23 -31.28 -36.42
H: 13.70 -29.85 -37.10
H: 15.19 -27.66 -37.06
H: 16.26 -28.53 -36.02
H: 14.37 -27.16 -33.66
H: 15.94 -27.09 -34.12
H: 15.26 -28.60 -33.30
H: 16.41 -29.94 -38.19
H: 15.29 -30.73 -38.78
C: 11.18 -31.68 -35.06
C: 11.88 -30.57 -34.27
C: 11.26 -29.18 -34.52
O: 9.92 -29.21 -34.86
C: 9.34 -27.87 -35.19
N: 11.69 -30.97 -32.88
H: 11.93 -32.43 -35.32
H: 10.69 -31.48 -36.01
H: 10.29 -32.17 -34.64
H: 12.87 -30.45 -34.71
H: 11.84 -28.70 -35.31
H: 11.35 -28.42 -33.75
H: 9.82 -27.52 -36.10
H: 9.54 -27.20 -34.35
H: 8.28 -27.95 -35.42
H: 12.18 -30.28 -32.32
H: 12.10 -31.86 -32.68
C: 12.88 -32.52 -25.37
C: 12.05 -32.57 -26.70
C: 10.55 -32.08 -26.55
O: 10.57 -31.01 -25.63
C: 9.66 -31.11 -24.52
N: 12.70 -31.51 -27.55
H: 13.74 -33.18 -25.41
H: 12.25 -32.87 -24.56
H: 13.31 -31.55 -25.11
H: 12.00 -33.58 -27.10
H: 9.89 -32.88 -26.18
H: 10.05 -31.92 -27.50
H: 10.15 -31.58 -23.66
H: 8.81 -31.75 -24.75
H: 9.12 -30.21 -24.22
H: 12.04 -31.41 -28.31
H: 12.70 -30.62 -27.07
C: 13.90 -28.85 -25.62
O: 14.14 -28.93 -24.43
N: 12.75 -28.97 -26.18
N: 14.79 -28.59 -26.45
H: 12.57 -28.63 -27.11
H: 11.91 -29.06 -25.62
H: 14.57 -28.67 -27.43
H: 15.75 -28.40 -26.19
C: 17.04 -25.26 -29.85
O: 18.00 -24.64 -29.35
N: 15.79 -25.04 -29.60
N: 17.20 -26.30 -30.63
H: 15.12 -25.79 -29.63
H: 15.52 -24.31 -28.95
H: 16.49 -26.95 -30.93
H: 18.13 -26.64 -30.84
C: 8.92 -27.93 -27.95
O: 9.21 -28.43 -29.03
N: 9.78 -27.22 -27.27
N: 7.70 -27.74 -27.51
H: 9.53 -26.64 -26.48
H: 10.68 -27.16 -27.73
H: 7.47 -27.41 -26.58
H: 7.00 -28.09 -28.15

Output
Net charge = -1
Energy above the lowest of the compared OMol25 structures with the same formula, charge and spin = 457.9 kJ/mol
HOMO-LUMO gap = 8.4 eV
Strongest force on any atom = 0.1648 hartree/bohr
HOMO energy = -6.11 eV
Multiplicity = 1
Total energy = -4377.87365 Eh
LUMO level = 0.0850 Ha


# 2
Computed, not measured: C9H11BF4N2O10P2Sc as an isolated structure, with ωB97M-V/def2-TZVPD.

Atoms and positions in Å:
Sc: 1.18 -0.26 -0.42
O: 2.27 3.07 1.79
C: 1.77 2.50 0.84
O: 2.20 1.30 0.35
C: 0.63 3.14 0.15
C: 0.76 4.43 -0.29
C: -0.30 5.01 -0.95
C: -1.44 4.24 -1.15
C: -1.49 2.90 -0.74
N: -0.47 2.37 -0.05
C: -2.70 1.94 -0.94
O: -2.38 0.77 -0.43
O: -0.30 -0.35 1.37
H: 1.71 4.88 -0.19
H: -0.28 6.00 -1.39
H: -2.32 4.60 -1.66
N: -0.84 -1.57 1.77
C: -0.46 -2.80 1.03
C: -1.10 -3.99 1.82
P: -1.11 -2.70 -0.70
O: -2.63 -2.28 -0.40
O: -0.97 -3.97 -1.38
O: -0.45 -1.43 -1.24
P: 1.42 -2.93 1.24
O: 1.56 -2.26 2.65
O: 1.77 -4.33 1.20
O: 2.03 -1.93 0.29
H: -1.88 -1.49 1.67
H: -1.38 0.66 0.01
H: -0.59 -1.72 2.76
H: -2.11 -3.99 1.56
H: -0.85 -3.88 2.87
H: -0.67 -4.82 1.39
H: -2.68 -1.34 -0.54
H: 2.02 -1.41 2.63
F: 1.02 1.06 -2.31
B: 2.06 0.35 -3.06
F: 1.63 0.11 -4.35
F: 3.29 1.01 -2.89
F: 2.07 -0.88 -2.31

Output
Net charge = -1
Energy above the lowest of the compared OMol25 structures with the same formula, charge and spin = 585.9 kJ/mol
HOMO-LUMO gap = 8.3 eV
Strongest force on any atom = 0.0551 hartree/bohr
HOMO energy = -6.69 eV
Multiplicity = 1
Total energy = -3079.89001 Eh
LUMO level = 0.0595 Ha


# 3
Computed, not measured: a 7-piece molecular cluster, C5H24NO8 overall, with ωB97M-V/def2-TZVPD.

Atoms and positions in Å:
C: 2.50 1.89 -0.06
N: 1.08 1.80 -0.23
C: 0.60 0.36 -0.29
C: 1.53 -0.58 -1.06
C: 0.75 -1.65 -1.85
O: -0.16 -2.33 -1.02
C: 0.41 -0.11 1.18
O: -0.64 -1.08 1.18
H: 2.80 2.93 0.15
H: 2.95 1.28 0.72
H: 3.11 1.62 -0.94
H: 0.75 2.22 -1.09
H: -0.38 0.44 -0.77
H: 2.21 -0.07 -1.74
H: 2.19 -1.09 -0.35
H: 0.27 -1.09 -2.66
H: 1.44 -2.43 -2.19
H: 1.33 -0.64 1.42
H: 0.17 0.72 1.84
H: -0.38 -1.79 -0.20
H: 0.76 -3.19 0.28
H: 0.51 -3.55 1.73
O: 1.22 -3.57 1.07
H: -2.94 0.48 1.51
H: -1.62 -0.54 1.04
O: -2.80 -0.03 0.70
H: -0.15 3.08 1.38
H: -1.44 2.68 0.82
O: -1.08 3.33 1.43
H: -3.22 2.54 -0.57
H: -2.60 0.93 -0.28
O: -2.64 1.82 -0.91
H: -1.84 1.84 -2.39
H: -0.82 0.93 -3.10
O: -1.09 1.85 -3.04
H: -0.42 -2.66 3.29
H: -1.42 -2.96 2.13
O: -0.92 -3.36 2.86

Output
Net charge = -1
Energy above the lowest of the compared OMol25 structures with the same formula, charge and spin = 25.3 kJ/mol
HOMO-LUMO gap = 9.3 eV
Strongest force on any atom = 0.0421 hartree/bohr
HOMO energy = -6.05 eV
Multiplicity = 1
Total energy = -861.63196 Eh
LUMO level = 0.1178 Ha


# 4
Computed, not measured: a 2-piece molecular cluster, C5H11Cl2N overall, with ωB97M-V/def2-TZVPD.

Atoms and positions in Å:
C: -0.23 1.85 1.09
C: 0.43 -1.11 -2.10
C: 1.27 -1.77 0.01
C: -1.74 1.96 0.98
C: -0.97 -1.11 -0.14
N: 0.22 -1.39 -0.69
Cl: -2.17 2.90 -0.48
Cl: -2.41 -1.16 -1.13
H: 0.02 1.23 1.95
H: 0.17 1.38 0.19
H: 0.22 2.83 1.21
H: 0.65 -2.04 -2.62
H: -0.47 -0.66 -2.52
H: 1.26 -0.42 -2.22
H: -2.21 0.98 0.87
H: 1.17 -2.01 1.05
H: 2.24 -1.72 -0.44
H: -2.17 2.50 1.82
H: -1.14 -1.45 0.86

Output
Net charge = 0
Energy above the lowest of the compared OMol25 structures with the same formula, charge and spin = 247.5 kJ/mol
HOMO-LUMO gap = 7.8 eV
Strongest force on any atom = 0.0174 hartree/bohr
HOMO energy = -7.05 eV
Multiplicity = 1
Total energy = -1172.15625 Eh
LUMO level = 0.0268 Ha